Entry from OMol25: an isolated molecule of C19H23N3O4 (the ωB97M-V functional and the def2-TZVPD basis).

Structure (XYZ):
```
49
C19H23N3O4 (the ωB97M-V functional and the def2-TZVPD basis)
C 4.108 2.228 0.233
C 3.179 1.739 -0.882
C 2.033 0.985 -0.288
N 0.940 1.647 0.034
C 0.585 3.014 -0.231
C -0.944 3.171 -0.153
C -1.538 2.866 1.233
C -2.835 2.135 0.890
C -2.445 1.412 -0.396
O -1.566 2.295 -1.080
C 2.099 -0.402 -0.028
C 3.270 -1.181 -0.371
O 4.343 -0.775 -0.776
N 3.122 -2.556 -0.206
C 2.036 -3.251 0.250
O 2.020 -4.458 0.317
N 0.980 -2.455 0.635
C -0.226 -3.103 1.141
C -1.419 -2.782 0.280
C -1.327 -2.884 -1.103
C -2.410 -2.569 -1.903
C -3.600 -2.155 -1.329
C -3.701 -2.059 0.048
C -2.615 -2.368 0.848
C 0.961 -1.075 0.554
O -0.043 -0.500 0.988
H 4.899 2.842 -0.190
H 3.564 2.817 0.969
H 4.563 1.376 0.729
H 3.751 1.090 -1.543
H 2.809 2.593 -1.450
H 0.209 1.052 0.456
H 1.056 3.689 0.494
H 0.901 3.307 -1.236
H -1.184 4.201 -0.458
H -1.703 3.775 1.808
H -0.880 2.208 1.799
H -3.149 1.443 1.667
H -3.636 2.849 0.696
H -3.289 1.209 -1.058
H -1.938 0.465 -0.170
H 3.929 -3.113 -0.463
H -0.020 -4.177 1.138
H -0.403 -2.765 2.166
H -0.400 -3.211 -1.554
H -2.325 -2.647 -2.977
H -4.445 -1.907 -1.953
H -4.626 -1.735 0.502
H -2.693 -2.281 1.922
```

The calculation puts the molecular weight at 357.410 g mol⁻¹. The gap between HOMO and LUMO comes out at 9.3 eV. The net charge is 0. The HOMO energy is -8.736 eV.

---

Entry from OMol25: an isolated molecule of C19H23N3O4S at a distorted geometry (the ωB97M-V functional and the def2-TZVPD basis).

Structure (XYZ):
```
50
C19H23N3O4S (the ωB97M-V functional and the def2-TZVPD basis)
C 0.267 5.790 2.768
C 0.017 6.360 1.375
O 0.955 5.902 0.421
C 0.851 4.643 -0.083
C -0.178 3.742 0.170
C -0.183 2.491 -0.423
C 0.842 2.112 -1.279
N 0.896 0.858 -1.907
C 0.031 -0.187 -1.815
O -0.983 -0.177 -1.150
C 0.504 -1.391 -2.636
C 1.655 -2.098 -1.903
C 1.134 -2.760 -0.631
N 0.112 -3.716 -0.982
S -0.236 -4.848 0.184
O 1.012 -5.329 0.698
O -1.164 -5.780 -0.379
C -1.062 -3.911 1.471
C -0.315 -3.295 2.458
C -0.978 -2.503 3.383
C -2.355 -2.372 3.261
N -3.067 -2.971 2.321
C -2.434 -3.725 1.441
C -1.043 -3.120 -1.617
C -0.622 -2.398 -2.895
C 1.874 3.013 -1.534
C 1.880 4.258 -0.946
H 1.275 6.040 3.092
H -0.445 6.215 3.471
H 0.164 4.708 2.770
H -1.007 6.148 1.044
H 0.155 7.445 1.388
H -0.996 3.997 0.824
H -0.989 1.807 -0.220
H 1.701 0.738 -2.507
H 0.868 -1.019 -3.601
H 2.449 -1.394 -1.646
H 2.069 -2.869 -2.554
H 1.927 -3.316 -0.128
H 0.740 -1.991 0.053
H 0.752 -3.456 2.493
H -0.443 -2.003 4.174
H -2.921 -1.762 3.952
H -3.035 -4.215 0.689
H -1.731 -3.934 -1.846
H -1.537 -2.405 -0.946
H -0.269 -3.133 -3.621
H -1.490 -1.884 -3.309
H 2.679 2.734 -2.201
H 2.674 4.960 -1.142
```

The calculation puts the molecular weight at 389.477 g mol⁻¹. The gap between HOMO and LUMO comes out at 8.6 eV. The net charge is 0. The HOMO energy is -8.125 eV.

---

The following relative energy (zero: lowest compared OMol25 entry of this formula, charge and spin) values (in kJ/mol) correspond, in order, to the records above: 89.7, 233.1.
The following E values (in a.u.) correspond, in order, to the records above: -1203.13121, -1601.23819.